Record 1
C20H21NO7S | the ωB97M-V functional and the def2-TZVPD basis

Element x y z (Å)
C (2.126, 5.313, 3.764)
O (2.391, 4.140, 3.011)
C (1.479, 3.160, 3.120)
O (0.498, 3.253, 3.814)
C (1.825, 1.970, 2.300)
C (3.063, 1.851, 1.670)
C (3.337, 0.731, 0.914)
C (2.400, -0.293, 0.786)
C (2.670, -1.446, -0.102)
O (2.125, -2.534, -0.006)
O (3.580, -1.182, -1.025)
C (3.817, -2.210, -1.983)
C (1.160, -0.181, 1.443)
N (0.228, -1.206, 1.304)
C (-1.070, -0.992, 0.941)
O (-1.686, 0.024, 1.143)
C (-1.723, -2.222, 0.305)
C (-0.930, -2.839, -0.834)
S (-0.234, -1.639, -2.032)
O (0.300, -0.491, -1.353)
O (0.688, -2.382, -2.857)
C (-1.599, -1.108, -3.135)
C (-2.701, -0.493, -2.352)
C (-2.502, 0.725, -1.712)
C (-3.506, 1.280, -0.940)
C (-4.722, 0.631, -0.809)
C (-4.932, -0.578, -1.451)
C (-3.925, -1.141, -2.214)
C (0.879, 0.959, 2.185)
H (2.066, 5.076, 4.828)
H (1.179, 5.758, 3.452)
H (2.951, 5.993, 3.569)
H (3.792, 2.638, 1.772)
H (4.284, 0.634, 0.406)
H (2.887, -2.450, -2.504)
H (4.558, -1.813, -2.671)
H (4.192, -3.108, -1.486)
H (0.666, -2.055, 0.950)
H (-2.711, -1.909, -0.036)
H (-1.858, -2.970, 1.093)
H (-1.543, -3.504, -1.437)
H (-0.051, -3.387, -0.500)
H (-1.896, -1.999, -3.680)
H (-1.117, -0.402, -3.809)
H (-1.547, 1.219, -1.801)
H (-3.334, 2.215, -0.433)
H (-5.505, 1.065, -0.206)
H (-5.880, -1.087, -1.354)
H (-4.090, -2.086, -2.713)
H (-0.080, 1.071, 2.666)

Output
* HOMO level: -8.75 eV
* gap between HOMO and LUMO: 0.32537 Ha
* total energy: -1754.39847 hartree
* molecular weight: 419.455 g/mol
* SMILES: COC(=O)c1ccc(C(=O)OC)c(NC(=O)CCS(=O)(=O)Cc2ccccc2)c1



Record 2
C20H22BF4IrN4OS3 | the ωB97M-V functional and the def2-TZVPD basis

Element x y z (Å)
Ir (0.544, -0.391, -1.831)
C (-0.233, 3.569, -0.379)
C (-0.493, 2.238, -1.034)
N (0.558, 1.523, -1.364)
N (1.779, 2.166, -1.150)
C (2.815, 1.425, -1.338)
S (2.814, -0.233, -1.776)
S (4.409, 2.168, -1.119)
C (4.084, 3.143, 0.388)
C (3.926, 2.274, 1.600)
C (2.672, 1.822, 1.997)
C (2.537, 0.979, 3.089)
C (3.655, 0.581, 3.803)
C (4.911, 1.031, 3.419)
C (5.043, 1.868, 2.324)
C (-1.871, 1.818, -1.310)
C (-2.929, 2.720, -1.020)
C (-4.248, 2.430, -1.257)
C (-4.588, 1.191, -1.812)
C (-3.604, 0.300, -2.144)
C (-2.234, 0.591, -1.935)
O (-1.398, -0.321, -2.349)
H (0.620, 3.481, 0.286)
H (-1.085, 3.908, 0.193)
H (0.026, 4.326, -1.120)
H (3.210, 3.763, 0.206)
H (4.954, 3.794, 0.482)
H (1.795, 2.125, 1.440)
H (1.554, 0.632, 3.379)
H (3.551, -0.076, 4.656)
H (5.789, 0.725, 3.972)
H (6.026, 2.207, 2.020)
H (-2.703, 3.692, -0.620)
H (-5.014, 3.156, -1.024)
H (-5.626, 0.942, -1.990)
H (-3.829, -0.652, -2.605)
S (0.476, -0.926, 0.342)
C (-0.880, -2.062, 0.397)
N (-2.126, -1.623, 0.411)
C (-3.262, -2.527, 0.312)
C (-2.924, -3.789, 1.093)
C (-1.637, -4.385, 0.547)
N (-0.612, -3.345, 0.487)
H (-2.262, -0.627, 0.334)
H (-3.451, -2.755, -0.740)
H (-4.133, -2.015, 0.720)
H (-3.731, -4.516, 1.012)
H (-2.804, -3.533, 2.148)
H (-1.776, -4.775, -0.463)
H (-1.261, -5.186, 1.182)
H (0.335, -3.623, 0.253)
F (1.178, -4.286, -1.268)
B (0.538, -3.919, -2.442)
F (1.229, -4.258, -3.556)
F (-0.772, -4.346, -2.443)
F (0.460, -2.419, -2.402)

Output
* HOMO level: -8.09 eV
* gap between HOMO and LUMO: 0.25681 Ha
* total energy: -2793.08949 hartree
* molecular weight: 709.645 g/mol



Record 3
C20H22BN2O12S | the ωB97M-V functional and the def2-TZVPD basis

Element x y z (Å)
C (3.982, 0.237, 0.253)
C (3.994, -1.059, -0.546)
S (2.406, -1.734, -1.099)
C (1.509, -1.874, 0.467)
C (0.315, -0.915, 0.710)
B (-0.005, -0.845, 2.272)
N (-0.898, 0.137, 2.783)
O (0.530, -1.793, 3.154)
C (0.516, 0.483, 0.092)
C (-0.433, 0.635, -1.110)
C (0.357, 1.236, -2.335)
O (0.412, 0.576, -3.362)
O (0.866, 2.357, -2.056)
C (-1.086, -0.722, -1.232)
O (-1.748, -1.176, -2.142)
N (-0.844, -1.449, -0.043)
H (3.591, 0.088, 1.262)
H (5.007, 0.606, 0.359)
H (3.405, 1.013, -0.249)
H (4.532, -0.891, -1.482)
H (4.543, -1.831, 0.001)
H (2.228, -1.833, 1.285)
H (1.087, -2.881, 0.479)
H (-1.077, 0.937, 2.192)
H (-0.814, 0.414, 3.749)
H (0.987, -1.408, 3.904)
H (1.518, 0.643, -0.301)
H (0.359, 1.323, 0.754)
H (-1.208, 1.370, -0.868)
H (-1.667, -1.759, 0.449)
C (1.379, 4.663, 2.480)
C (1.939, 5.828, 2.829)
C (2.328, 6.898, 1.819)
O (2.813, 7.914, 2.306)
C (2.134, 6.652, 0.422)
C (1.585, 5.475, 0.044)
C (1.133, 4.439, 1.071)
O (0.604, 3.492, 0.543)
O (1.404, 5.102, -1.195)
O (2.210, 6.189, 4.076)
H (1.088, 3.906, 3.194)
H (2.454, 7.403, -0.286)
H (1.071, 4.156, -1.252)
H (2.602, 7.086, 3.992)
C (-4.605, -6.226, -1.479)
C (-4.174, -5.314, -0.597)
C (-3.640, -3.961, -1.028)
O (-3.302, -3.210, -0.130)
C (-3.554, -3.642, -2.435)
C (-3.983, -4.560, -3.313)
C (-4.545, -5.901, -2.887)
O (-4.919, -6.646, -3.780)
O (-3.963, -4.403, -4.631)
O (-4.170, -5.477, 0.716)
H (-4.993, -7.191, -1.185)
H (-3.126, -2.685, -2.711)
H (-4.333, -5.228, -5.002)
H (-3.799, -4.644, 1.077)

Output
* HOMO level: -4.75 eV
* gap between HOMO and LUMO: 0.19964 Ha
* total energy: -2210.93708 hartree
* molecular weight: 525.277 g/mol
* charge: -1



Record 4
C20H22Br2MnN10O3S | the ωB97M-V functional and the def2-TZVPD basis

Element x y z (Å)
Mn (-0.084, 0.005, -0.319)
C (-3.538, -3.346, 2.927)
C (-3.933, -1.876, 2.974)
N (-3.719, -1.192, 1.710)
C (-2.512, -0.810, 1.257)
S (-2.420, -0.158, -0.336)
N (-1.496, -0.968, 2.107)
N (-0.326, -0.580, 1.568)
C (0.748, -0.726, 2.288)
C (0.762, -1.351, 3.644)
C (1.926, -0.108, 1.694)
C (3.136, 0.061, 2.371)
C (4.132, 0.825, 1.797)
C (3.901, 1.431, 0.566)
C (2.692, 1.200, -0.057)
N (1.742, 0.415, 0.461)
H (-3.762, -3.832, 3.878)
H (-2.472, -3.438, 2.724)
H (-4.078, -3.868, 2.136)
H (-3.359, -1.355, 3.739)
H (-4.990, -1.770, 3.222)
H (-4.466, -1.152, 1.038)
H (-0.062, -2.057, 3.719)
H (0.626, -0.604, 4.430)
H (1.702, -1.872, 3.829)
H (3.267, -0.381, 3.348)
H (5.072, 0.972, 2.314)
H (4.636, 2.072, 0.101)
H (2.459, 1.653, -1.015)
N (2.562, -1.255, -2.135)
N (2.863, -2.224, -1.185)
C (1.856, -2.868, -0.554)
N (2.272, -3.905, 0.226)
N (0.622, -2.413, -0.638)
N (-0.343, -3.411, -0.420)
O (-0.124, -4.544, -0.836)
O (-1.361, -3.069, 0.119)
H (3.194, -1.313, -2.919)
H (2.543, -0.340, -1.709)
H (3.761, -2.219, -0.719)
H (3.096, -4.385, -0.100)
H (1.550, -4.537, 0.535)
Br (0.844, 1.066, -5.209)
C (0.368, 2.210, -3.782)
C (0.259, 3.590, -4.008)
C (-0.056, 4.454, -2.994)
Br (-0.182, 6.311, -3.363)
C (-0.270, 3.975, -1.681)
C (-0.566, 4.758, -0.541)
C (-0.720, 4.151, 0.674)
C (-0.586, 2.755, 0.777)
N (-0.322, 2.002, -0.264)
C (-0.165, 2.587, -1.482)
C (0.147, 1.652, -2.529)
O (0.224, 0.402, -2.229)
H (0.431, 3.971, -5.006)
H (-0.665, 5.830, -0.642)
H (-0.947, 4.730, 1.558)
H (-0.714, 2.241, 1.723)

Output
* 2S+1: 2
* HOMO level (spin up / spin down): -7.03 / -6.91 eV
* gap between HOMO and LUMO (spin up / spin down): 0.24396 / 0.23952 Ha
* ⟨S²⟩: 0.77
* total energy: -8245.77048 hartree
* molecular weight: 697.276 g/mol



Record 5
C20H22BrN3O3 | the ωB97M-V functional and the def2-TZVPD basis

Element x y z (Å)
C (-5.855, -2.537, -2.147)
C (-4.763, -2.563, -1.086)
C (-4.680, -1.238, -0.332)
C (-3.591, -1.259, 0.739)
C (-2.200, -1.227, 0.127)
O (-1.960, -0.782, -0.972)
N (-1.244, -1.719, 0.973)
C (0.137, -1.744, 0.753)
C (0.677, -1.847, -0.526)
C (2.048, -1.820, -0.701)
C (2.895, -1.677, 0.391)
C (4.370, -1.493, 0.181)
O (5.200, -2.366, 0.156)
N (4.713, -0.167, 0.084)
N (3.747, 0.823, -0.043)
C (3.021, 0.931, -1.208)
O (3.469, 0.546, -2.264)
C (1.662, 1.517, -1.079)
C (1.043, 2.000, -2.229)
C (-0.277, 2.402, -2.203)
C (-1.038, 2.322, -1.042)
C (-2.483, 2.688, -1.028)
C (-0.397, 1.842, 0.095)
Br (-1.360, 1.683, 1.728)
C (0.925, 1.446, 0.099)
C (2.358, -1.625, 1.672)
C (0.989, -1.671, 1.853)
H (-5.658, -1.754, -2.876)
H (-6.826, -2.346, -1.693)
H (-5.902, -3.489, -2.671)
H (-3.801, -2.762, -1.561)
H (-4.964, -3.372, -0.378)
H (-4.460, -0.439, -1.042)
H (-5.643, -1.023, 0.136)
H (-3.682, -0.378, 1.381)
H (-3.698, -2.146, 1.367)
H (-1.528, -1.896, 1.927)
H (0.024, -1.923, -1.378)
H (2.462, -1.893, -1.695)
H (5.651, 0.060, -0.226)
H (3.348, 1.146, 0.829)
H (1.614, 2.033, -3.144)
H (-0.744, 2.765, -3.107)
H (-2.712, 3.361, -0.202)
H (-2.772, 3.162, -1.963)
H (-3.079, 1.783, -0.899)
H (1.343, 1.043, 1.009)
H (3.014, -1.540, 2.526)
H (0.574, -1.622, 2.850)

Output
* HOMO level: -8.76 eV
* gap between HOMO and LUMO: 0.33375 Ha
* total energy: -3739.38104 hartree
* molecular weight: 432.318 g/mol
* SMILES: CCCCC(=O)Nc1ccc(C(=O)NNC(=O)c2ccc(C)c(Br)c2)cc1



Record 6
C20H22ClN3O | the ωB97M-V functional and the def2-TZVPD basis

Element x y z (Å)
C (2.489, 4.603, -1.511)
N (1.398, 3.691, -1.089)
C (0.067, 4.264, -0.759)
C (1.429, 2.335, -1.748)
C (2.369, 1.335, -1.028)
C (1.857, 0.812, 0.317)
N (1.060, -0.415, 0.137)
C (-0.325, -0.302, -0.021)
O (-0.869, 0.786, 0.140)
C (-1.097, -1.528, -0.422)
C (-2.603, -1.510, -0.544)
C (-3.332, -1.312, 0.780)
C (-3.713, -0.032, 1.177)
C (-4.350, 0.161, 2.356)
C (-4.564, -0.905, 3.218)
C (-4.272, -2.197, 2.861)
C (-3.657, -2.388, 1.626)
N (-0.520, -2.719, -0.631)
C (0.859, -2.820, -0.456)
C (1.414, -4.054, -0.560)
C (2.795, -4.261, -0.386)
Cl (3.495, -5.808, -0.509)
C (3.618, -3.177, -0.077)
C (3.041, -1.925, 0.059)
C (1.662, -1.695, -0.094)
H (2.256, 5.088, -2.485)
H (2.664, 5.396, -0.751)
H (3.452, 4.058, -1.602)
H (-0.477, 3.590, -0.141)
H (-0.509, 4.455, -1.698)
H (0.164, 5.209, -0.249)
H (1.724, 2.426, -2.800)
H (0.418, 1.904, -1.835)
H (3.372, 1.776, -0.911)
H (2.548, 0.432, -1.686)
H (1.251, 1.594, 0.815)
H (2.706, 0.664, 0.965)
H (-2.950, -2.453, -1.008)
H (-2.802, -0.683, -1.222)
H (-3.487, 0.821, 0.561)
H (-4.688, 1.164, 2.591)
H (-5.022, -0.740, 4.177)
H (-4.542, -2.997, 3.497)
H (-3.410, -3.404, 1.334)
H (0.704, -4.854, -0.796)
H (4.687, -3.285, 0.030)
H (3.691, -1.098, 0.380)

Output
* HOMO level: -8.08 eV
* gap between HOMO and LUMO: 0.28469 Ha
* total energy: -1475.01031 hartree
* molecular weight: 355.869 g/mol
* SMILES: CN(C)CCCn1c(=O)c(Cc2ccccc2)nc2cc(Cl)ccc21



Record 7
C20H22F6N2O6RuS2 | the ωB97M-V functional and the def2-TZVPD basis

Element x y z (Å)
Ru (-0.039, -0.477, -0.013)
C (-2.594, -1.892, -1.780)
C (-1.563, -0.802, -1.937)
C (-0.316, -1.116, -2.497)
C (-0.121, -2.432, -3.176)
C (0.728, -0.174, -2.388)
C (2.128, -0.587, -2.752)
C (0.438, 1.160, -2.011)
C (1.508, 2.214, -2.059)
C (-0.872, 1.526, -1.659)
C (-1.182, 2.964, -1.351)
C (-1.876, 0.539, -1.607)
C (-3.297, 0.886, -1.262)
H (-3.189, -2.009, -2.689)
H (-3.271, -1.671, -0.958)
H (-2.107, -2.842, -1.571)
H (0.136, -3.205, -2.446)
H (0.678, -2.380, -3.911)
H (-1.036, -2.736, -3.679)
H (2.324, -0.390, -3.809)
H (2.274, -1.650, -2.576)
H (2.864, -0.044, -2.165)
H (1.916, 2.392, -1.060)
H (1.100, 3.158, -2.413)
H (2.326, 1.931, -2.714)
H (-1.302, 3.531, -2.278)
H (-0.379, 3.421, -0.779)
H (-2.092, 3.068, -0.769)
H (-3.463, 0.802, -0.184)
H (-3.993, 0.218, -1.762)
H (-3.535, 1.902, -1.563)
O (2.089, -3.899, -0.245)
C (1.633, -2.825, 0.047)
O (0.472, -2.358, -0.356)
C (2.375, -1.843, 0.866)
C (3.336, -2.202, 1.788)
C (3.923, -1.199, 2.536)
C (3.536, 0.118, 2.319)
C (2.585, 0.391, 1.362)
N (2.005, -0.583, 0.632)
H (3.586, -3.247, 1.896)
H (4.673, -1.435, 3.279)
H (3.964, 0.934, 2.884)
H (2.276, 1.403, 1.157)
F (-1.196, -1.682, 5.039)
C (-1.986, -1.247, 4.078)
F (-2.739, -2.231, 3.616)
F (-2.752, -0.263, 4.525)
S (-0.963, -0.621, 2.678)
O (-1.866, -0.346, 1.555)
O (0.001, -1.657, 2.381)
N (-0.298, 0.669, 3.277)
S (-0.094, 1.948, 2.387)
O (0.948, 2.779, 2.880)
O (-0.022, 1.616, 0.941)
C (-1.644, 2.940, 2.549)
F (-2.683, 2.255, 2.075)
F (-1.842, 3.218, 3.823)
F (-1.510, 4.059, 1.848)

Output
* 2S+1: 2
* HOMO level (spin up / spin down): -12.33 / -12.76 eV
* gap between HOMO and LUMO (spin up / spin down): 0.26065 / 0.28825 Ha
* ⟨S²⟩: 0.76
* total energy: -2826.46773 hartree
* molecular weight: 665.596 g/mol
* charge: +1



Record 8
C20H22FN3O3 | the ωB97M-V functional and the def2-TZVPD basis

Element x y z (Å)
C (8.396, 1.731, 0.145)
C (6.921, 1.670, -0.198)
O (6.410, 2.356, -1.051)
N (6.254, 0.754, 0.566)
C (4.899, 0.412, 0.552)
C (3.969, 1.021, -0.286)
C (2.641, 0.641, -0.252)
C (2.214, -0.355, 0.620)
N (0.883, -0.787, 0.697)
C (-0.201, -0.335, 0.023)
O (-0.207, 0.573, -0.782)
C (-1.478, -1.118, 0.348)
N (-2.604, -0.315, -0.058)
C (-3.645, -0.078, 0.776)
O (-3.792, -0.647, 1.836)
C (-4.628, 0.908, 0.222)
C (-5.114, 0.785, -1.075)
C (-6.058, 1.670, -1.565)
C (-6.526, 2.701, -0.766)
C (-6.051, 2.848, 0.525)
C (-5.115, 1.949, 1.005)
F (-4.645, 2.123, 2.251)
C (-1.455, -2.490, -0.370)
C (-2.632, -3.343, 0.094)
C (-1.479, -2.313, -1.887)
C (3.144, -0.965, 1.459)
C (4.469, -0.586, 1.426)
H (8.863, 0.762, -0.022)
H (8.877, 2.472, -0.486)
H (8.529, 2.010, 1.189)
H (6.805, 0.241, 1.241)
H (4.291, 1.792, -0.964)
H (1.930, 1.122, -0.902)
H (0.725, -1.528, 1.368)
H (-1.569, -1.282, 1.429)
H (-2.410, 0.315, -0.826)
H (-4.759, -0.025, -1.695)
H (-6.430, 1.556, -2.571)
H (-7.261, 3.392, -1.147)
H (-6.394, 3.645, 1.166)
H (-0.522, -2.994, -0.091)
H (-2.604, -3.489, 1.171)
H (-3.573, -2.857, -0.153)
H (-2.607, -4.316, -0.391)
H (-0.676, -1.658, -2.216)
H (-1.361, -3.277, -2.377)
H (-2.427, -1.884, -2.202)
H (2.826, -1.741, 2.142)
H (5.179, -1.068, 2.084)

Output
* HOMO level: -8.16 eV
* gap between HOMO and LUMO: 0.32150 Ha
* total energy: -1265.25940 hartree
* molecular weight: 371.412 g/mol
* SMILES: CC(=O)Nc1ccc(NC(=O)[C@@H](NC(=O)c2ccccc2F)C(C)C)cc1



Record 9
C20H22FN5O3S | the ωB97M-V functional and the def2-TZVPD basis

Element x y z (Å)
C (-3.164, 0.390, 2.933)
C (-1.781, 0.569, 2.401)
C (-1.172, -0.447, 1.674)
C (0.101, -0.299, 1.171)
S (0.865, -1.634, 0.242)
O (0.057, -2.815, 0.346)
O (2.223, -1.701, 0.693)
N (0.894, -1.208, -1.373)
C (1.513, 0.050, -1.727)
C (2.982, 0.065, -1.391)
C (3.580, 1.209, -0.882)
C (4.933, 1.230, -0.586)
C (5.675, 0.086, -0.807)
F (6.993, 0.097, -0.519)
C (5.107, -1.065, -1.324)
C (3.758, -1.065, -1.620)
C (-0.147, -1.709, -2.233)
C (-1.402, -0.817, -2.300)
C (-2.461, -1.411, -3.238)
C (-3.227, -2.366, -2.316)
C (-2.885, -1.863, -0.900)
O (-2.040, -0.727, -1.045)
C (0.841, 0.841, 1.420)
C (0.260, 1.870, 2.136)
C (-1.046, 1.744, 2.605)
N (-1.602, 2.826, 3.304)
C (-1.369, 4.156, 3.141)
N (-2.083, 4.811, 4.014)
N (-2.743, 3.894, 4.714)
N (-2.481, 2.727, 4.313)
H (-3.796, 1.238, 2.674)
H (-3.145, 0.328, 4.020)
H (-3.604, -0.517, 2.532)
H (-1.688, -1.376, 1.503)
H (1.005, 0.897, -1.243)
H (1.403, 0.173, -2.811)
H (2.990, 2.100, -0.720)
H (5.408, 2.112, -0.186)
H (5.718, -1.939, -1.483)
H (3.290, -1.953, -2.012)
H (0.264, -1.834, -3.240)
H (-0.417, -2.686, -1.833)
H (-1.117, 0.202, -2.580)
H (-3.116, -0.617, -3.596)
H (-2.018, -1.915, -4.094)
H (-2.888, -3.392, -2.447)
H (-4.298, -2.333, -2.505)
H (-3.766, -1.530, -0.346)
H (-2.367, -2.639, -0.325)
H (1.866, 0.893, 1.090)
H (0.825, 2.764, 2.354)
H (-0.729, 4.585, 2.402)

Output
* HOMO level: -9.13 eV
* gap between HOMO and LUMO: 0.33685 Ha
* total energy: -1772.81896 hartree
* molecular weight: 431.493 g/mol
* SMILES: Cc1cc(S(=O)(=O)N(Cc2ccc(F)cc2)C[C@H]2CCCO2)ccc1-n1cnnn1